{
  "formula": "C29H46F3O18SV",
  "method": "ωB97M-V/def2-TZVPD",
  "symbols": ["H", "H", "H", "C", "O", "H", "C", "H", "H", "H", "H", "H", "O", "H", "H", "O", "C", "H", "H", "F", "O", "O", "C", "H", "H", "H", "C", "C", "H", "O", "V", "C", "H", "H", "H", "C", "C", "C", "H", "H", "H", "H", "C", "O", "C", "H", "F", "H", "H", "O", "C", "S", "H", "H", "C", "H", "C", "H", "H", "O", "O", "H", "H", "H", "C", "C", "H", "O", "C", "C", "C", "O", "C", "O", "C", "H", "H", "C", "F", "O", "H", "C", "H", "C", "O", "C", "H", "C", "O", "O", "C", "H", "O", "H", "H", "C", "H", "H"],
  "positions_angstrom": [[7.146, 2.152, 1.677], [-4.801, 1.201, -0.272], [-2.703, -1.612, 4.078], [-5.889, -0.155, 2.153], [-5.039, -4.894, 2.453], [0.246, 5.007, 1.761], [6.147, 1.797, 1.929], [0.259, 0.897, -3.502], [4.233, 2.641, 1.440], [1.101, 3.524, 2.021], [-3.996, 2.190, 1.558], [2.734, 0.809, 3.053], [1.540, 0.822, 1.074], [-2.569, 2.938, -1.905], [1.935, -4.007, -5.881], [1.636, -3.637, -3.908], [-2.227, -0.335, -3.688], [1.859, 3.232, -0.203], [3.230, -2.230, -5.576], [-0.312, -1.436, -1.352], [2.375, -2.644, -1.967], [1.604, 0.727, -1.392], [1.083, 4.414, 1.393], [3.979, 1.218, -0.489], [-2.197, 1.965, -0.605], [-0.666, 1.126, -5.762], [1.748, -0.138, 4.783], [-5.334, -0.659, 0.823], [1.252, 4.767, -0.785], [-0.204, 3.269, -0.358], [4.001, -2.644, -0.274], [-0.609, 1.533, -3.678], [0.108, -0.569, 3.462], [2.106, -0.432, 5.770], [3.900, 0.193, 4.209], [1.034, 3.939, -0.110], [-3.733, -0.624, -3.438], [5.578, 0.065, 0.545], [-4.864, -1.638, 0.918], [-3.969, -0.410, -2.396], [-3.402, 3.300, -0.407], [-0.548, 2.321, -2.927], [2.000, -2.590, -3.141], [-1.941, 0.937, -3.458], [-0.547, 1.988, -5.106], [-4.274, 0.195, -3.911], [-1.117, -0.443, 0.389], [5.608, 1.492, -1.085], [-1.232, 2.800, -5.352], [2.683, -1.011, -0.026], [-2.166, -2.927, 2.340], [1.572, -0.009, -0.136], [0.221, -1.737, 4.821], [1.178, 0.762, 5.013], [2.864, -1.287, 3.071], [0.466, 2.306, -5.353], [-2.440, 3.004, -0.825], [1.980, 5.002, 1.588], [-2.020, -2.006, 1.775], [3.738, -1.845, 2.421], [-3.073, -3.963, 1.878], [-3.585, 0.031, -0.212], [2.894, -0.646, -3.832], [-3.105, 0.709, 2.023], [-1.337, 3.942, -0.404], [5.165, 2.357, 0.953], [-4.065, -1.618, -3.739], [-6.916, -0.599, 2.708], [2.183, -1.983, -5.400], [-0.084, -1.112, -0.088], [2.056, -1.329, -3.974], [1.628, -1.912, 3.186], [-4.007, -3.197, 3.905], [-1.428, -1.194, -4.042], [5.023, 1.291, -0.187], [0.372, -3.185, -5.441], [1.143, -0.733, -3.981], [-2.644, -2.668, 3.816], [0.228, -2.244, 0.595], [6.182, 0.409, 1.727], [-6.170, -0.794, 0.137], [2.901, 0.036, 3.803], [-1.192, -3.412, 2.395], [-4.143, -4.109, 2.709], [-1.524, 5.157, -0.298], [0.782, -1.132, 4.108], [5.512, 3.282, 0.491], [1.443, -3.262, -5.255], [-5.090, 0.725, 2.644], [2.747, -3.493, 0.319], [-4.069, 1.114, 1.714], [-4.768, -2.440, 3.714], [5.530, -1.112, 0.247], [-4.255, -3.701, 4.839], [5.941, 2.206, 2.918], [-4.409, 0.424, 0.384], [-2.012, -3.159, 4.556], [1.803, -1.299, -6.159]],
  "forces_ev_per_a": [[0.1663, 0.0416, 0.1110], [-0.7923, -0.3046, -0.0643], [0.5503, 0.1419, -0.1339], [-3.9567, -3.9788, 0.0535], [1.6381, 1.4330, 0.3959], [-0.1318, 0.0761, -0.6043], [1.2693, 2.0479, -0.6373], [-0.6451, -0.5381, 0.3892], [-0.2785, -0.5394, -0.2194], [0.1623, -0.1103, 0.0065], [-0.2576, -0.0794, 0.6682], [-0.2070, -0.0114, -0.0401], [-0.1343, -1.0846, -1.1674], [0.1716, 0.6453, -0.1516], [-0.5329, -0.3180, 0.1361], [0.6434, 0.3709, 3.0321], [-0.1784, -1.9466, -0.2453], [-0.5013, -0.3824, -0.3259], [0.0756, 0.2796, -0.2145], [-0.4057, -0.1164, 0.0616], [0.4822, -1.2341, -1.0736], [-0.1654, -1.0493, 0.8657], [-0.0148, -0.4172, -0.5756], [0.1641, -0.5535, -0.0176], [-0.0273, 0.0532, 0.5145], [-0.5188, 0.0091, -0.0391], [-0.5365, 0.5722, 0.6591], [-1.5695, -0.0438, -0.5559], [-0.6083, 0.0160, -0.1636], [1.3448, -0.2951, -0.0952], [-7.2650, 0.9355, 2.4351], [-0.3917, -0.1779, -0.1859], [-0.2418, -0.1075, 0.0854], [0.0614, -0.5915, -0.1649], [-0.1730, -0.0991, 0.2533], [0.3713, 1.1580, 2.2772], [0.9417, 1.2008, 0.0613], [0.0325, 1.4384, 1.8714], [0.0966, 0.0303, 0.2908], [0.2353, -0.4396, 0.2335], [0.1623, 0.0284, 0.0461], [-0.1178, 0.0607, -0.2028], [0.7589, 0.7047, -0.7021], [0.5954, 0.4415, 0.4319], [0.5573, 0.1246, -0.4389], [-0.1918, -0.3077, -0.5152], [0.3328, -0.3589, 0.3222], [0.2278, 0.0376, 0.1455], [-0.0787, -0.2274, -0.0145], [0.6350, 0.0425, -0.1087], [0.2657, -1.2274, 2.3054], [-0.4026, 0.9341, 0.8300], [0.2875, -0.3507, -0.3485], [0.1876, 0.2695, -0.3227], [-0.4821, -1.9073, -1.0270], [0.1093, 0.3777, 0.2244], [-0.3404, -0.6688, 0.0866], [0.1349, -0.0799, -0.1235], [-0.9852, -0.3685, -0.4780], [-0.5572, 0.9243, 0.5290], [0.1549, 1.2053, -0.5284], [0.4413, 0.0535, 0.5726], [-0.0529, -0.3124, 0.7399], [0.0142, 0.2666, 0.6577], [-1.8544, 2.3100, -1.1704], [-0.5545, 0.8403, -1.7290], [0.2680, 0.2694, -0.0246], [3.1426, 1.6378, -1.2986], [0.3059, 1.5468, 0.7436], [2.7961, -0.0208, -0.6897], [0.0131, -0.5319, -2.1190], [1.0966, 1.0835, 0.9447], [-1.6584, -0.7650, -0.6000], [-0.4873, 1.2236, 0.2844], [0.0250, 0.1535, 1.7425], [0.0527, -0.0920, -0.0773], [-0.1897, -0.3871, 0.5259], [1.2787, 1.2380, -0.0255], [-0.9188, 1.3697, -0.3406], [-1.3551, -1.8486, -1.5120], [-0.0326, -0.1609, 0.0888], [-0.0864, -0.6391, -0.2369], [0.0559, 0.1027, -0.2313], [-1.5443, -1.9091, -0.3493], [1.1158, -2.3318, 0.2388], [1.0495, 0.6941, -0.6077], [0.2011, 0.0689, 0.2536], [-0.4419, -0.0935, -1.2310], [1.3601, 2.3991, 1.1039], [4.6920, 1.1760, -1.1462], [1.1217, -0.7048, -0.9699], [-0.1485, 0.1868, 0.2690], [-0.5019, -1.7505, -0.9358], [-0.0736, -0.0538, -0.2247], [-0.1014, -1.1627, 0.3634], [0.4770, 0.7680, -0.4847], [0.2521, -0.0115, -0.2386], [0.1157, -0.2982, -0.1230]],
  "lowdin_charge": [0.14, 0.11, 0.11, -0.49, 0.11, 0.07, -0.17, 0.08, 0.11, 0.06, 0.12, 0.10, -0.29, 0.09, 0.14, 0.08, -0.51, 0.09, 0.12, 0.15, -0.01, -0.28, -0.05, 0.09, 0.07, 0.08, -0.13, -0.07, 0.12, -0.02, 1.35, -0.18, 0.12, 0.12, 0.13, -0.18, 0.05, -0.36, 0.12, 0.06, 0.09, 0.11, -0.37, -0.02, -0.06, 0.09, 0.15, 0.14, 0.09, -0.43, -0.12, 0.60, 0.12, 0.12, -0.41, 0.08, 0.02, 0.07, 0.09, 0.05, 0.02, 0.08, 0.13, 0.11, -0.52, -0.13, 0.09, 0.08, -0.13, -0.57, -0.04, 0.01, -0.09, 0.06, -0.01, 0.14, 0.09, -0.16, 0.12, 0.08, 0.13, -0.06, 0.11, -0.46, 0.09, -0.11, 0.12, -0.16, 0.07, -0.13, -0.12, 0.13, 0.00, 0.14, 0.14, -0.19, 0.11, 0.13],
  "spin_multiplicity": 2,
  "max_force_ev_per_a": 7.719,
  "e_homo_ha": [-0.426, -0.426],
  "e_lumo_ev": [-6.07, -5.46],
  "total_charge": 1
}



{
  "formula": "C34H56Cl28O3Si",
  "method": "ωB97M-V/def2-TZVPD",
  "symbols": ["H", "H", "H", "H", "H", "Cl", "Cl", "H", "C", "H", "C", "Cl", "Cl", "H", "H", "H", "H", "C", "H", "C", "C", "H", "Si", "Cl", "H", "C", "C", "H", "C", "H", "H", "H", "Cl", "O", "C", "C", "H", "Cl", "H", "H", "H", "C", "Cl", "C", "C", "H", "C", "Cl", "C", "Cl", "H", "H", "H", "C", "C", "H", "H", "Cl", "Cl", "H", "H", "H", "C", "C", "O", "H", "H", "H", "H", "Cl", "C", "H", "H", "H", "C", "C", "Cl", "C", "Cl", "H", "C", "Cl", "H", "H", "H", "H", "C", "C", "Cl", "Cl", "H", "H", "H", "Cl", "C", "C", "H", "H", "H", "Cl", "C", "H", "H", "Cl", "Cl", "C", "C", "Cl", "H", "H", "H", "Cl", "Cl", "Cl", "C", "H", "H", "Cl", "O", "C", "Cl", "C"],
  "positions_angstrom": [[-4.761, -1.007, 4.385], [-6.931, -2.292, -1.220], [0.319, 1.870, 6.496], [1.737, 0.654, -3.584], [0.778, -4.492, -1.806], [-1.716, -1.368, -7.401], [-0.576, 3.421, 4.983], [5.804, -2.192, 2.462], [0.139, -0.651, -4.367], [2.265, -5.749, 0.661], [2.146, -2.188, -4.125], [5.562, -1.584, 0.206], [3.433, 5.712, 1.366], [-2.440, 1.034, -4.329], [-1.102, -3.211, -8.732], [1.903, 7.941, 2.749], [1.706, -4.292, -3.756], [-7.809, 1.525, 4.451], [-1.818, 0.318, -2.221], [-1.459, 2.020, 0.667], [-0.308, 3.155, -1.116], [4.083, -2.908, -2.397], [-0.293, 2.122, -3.847], [-4.742, -0.446, 2.109], [0.284, 3.984, -1.485], [9.480, 0.366, 4.773], [0.980, -3.761, -1.025], [0.106, -8.733, 2.386], [0.883, 0.716, -4.259], [-4.207, -7.171, 4.430], [-2.146, -3.676, -7.368], [-1.840, 1.821, -5.825], [-2.097, 5.605, -2.679], [1.008, -6.230, 3.181], [-1.942, 1.914, -4.745], [6.349, -1.541, 1.789], [-4.349, 5.287, -3.276], [0.755, 5.366, 2.488], [-3.770, 6.926, -3.659], [2.267, 3.708, 1.798], [-0.614, 9.021, -1.010], [0.695, -4.333, 0.327], [-3.282, 5.402, -5.371], [-0.679, 3.079, 0.225], [-0.467, -3.937, 1.179], [-3.483, -1.871, 3.487], [2.364, 4.661, 2.309], [-2.797, 0.266, 4.183], [0.711, 2.737, 5.980], [-1.537, 7.862, 0.811], [-2.561, 2.764, -4.462], [-1.317, -7.726, 2.059], [7.373, -1.879, 1.679], [-3.530, 5.870, -3.681], [-1.876, 1.027, -0.203], [9.376, 1.411, 4.506], [-3.424, -8.771, 4.353], [0.383, 6.891, -1.154], [0.969, -0.553, 0.262], [0.773, -0.461, 2.602], [1.986, -2.239, -5.206], [2.509, 8.733, 4.226], [-0.714, 2.153, -2.000], [0.839, -1.700, -3.491], [-0.394, -4.644, 2.379], [1.996, -1.644, 2.069], [2.384, -2.105, -1.085], [-8.584, 0.903, 4.881], [-0.438, 4.477, -4.438], [-1.865, -10.003, 2.182], [-3.393, -7.784, 4.799], [0.582, 8.737, 0.278], [-2.486, 0.215, 0.163], [2.985, -3.473, -0.206], [-1.306, -3.066, -7.678], [-0.232, 8.303, -0.294], [-7.551, 1.031, 2.778], [2.074, 8.889, 3.246], [2.875, 0.524, 2.195], [0.784, 3.689, -5.414], [-3.985, -0.922, 3.633], [-1.863, -7.017, 4.346], [0.150, -2.528, -3.319], [0.284, -2.931, -1.140], [-1.763, 1.979, 1.706], [0.144, -0.991, -5.399], [1.368, -5.262, 1.010], [1.588, -0.651, 1.912], [6.369, 0.083, 2.480], [-5.778, -0.295, -1.677], [2.967, -1.487, -3.964], [8.604, 0.021, 5.310], [1.188, 4.160, -3.737], [3.204, 9.838, 2.269], [2.419, -3.194, -1.097], [3.258, -3.621, -2.321], [1.033, 3.489, 6.691], [-8.107, 2.566, 4.463], [1.293, 0.944, -5.250], [2.110, 2.219, 5.030], [-0.804, -8.637, 1.807], [3.285, -3.960, -4.407], [1.071, -1.191, -2.551], [-6.343, 1.354, 5.432], [9.633, -0.577, 3.287], [0.693, -5.479, 2.307], [0.403, 3.790, -4.395], [0.519, 9.708, 3.443], [2.793, 4.522, 3.293], [-6.411, -1.456, 0.264], [3.692, -4.610, -2.144], [-3.557, -7.947, 6.551], [-0.383, -8.588, 0.085], [0.113, -3.558, -6.745], [2.549, -3.602, -3.679], [-0.902, -0.547, -4.058], [-0.382, 3.817, 0.963], [-8.464, -0.644, -0.543], [-1.350, -3.175, 0.960], [-1.495, 1.092, -1.533], [10.890, 0.190, 5.822], [-6.843, -1.334, -0.722]],
  "forces_ev_per_a": [[-0.0111, 0.1054, 0.0040], [-0.0267, 0.0411, -0.0654], [0.0014, -0.0218, -0.0398], [-0.0497, 0.0694, 0.1188], [0.0175, -0.1163, 0.0500], [-0.0846, -0.0527, -0.1227], [-0.0255, -0.1201, 0.0766], [-0.0493, 0.0336, -0.0113], [0.7251, 0.1911, 0.6046], [-0.0005, -0.2405, 0.3231], [-0.6106, -0.6961, -0.1911], [-0.0110, -0.0328, 0.0062], [0.0168, -0.0074, 0.0205], [-0.0904, -0.0706, -0.2928], [0.0857, 0.0616, 0.0161], [-0.0173, 0.0382, -0.0336], [-0.0912, 0.0620, 0.1724], [-0.1059, 0.0323, -0.0398], [-0.0376, -0.0323, 0.0574], [-0.1376, 0.0438, 0.1860], [-0.1916, -0.3920, 0.2397], [0.1575, -0.1602, 0.0551], [-0.0356, 0.7500, 0.0677], [0.3464, -0.0821, -0.0992], [0.0446, 0.0358, 0.0867], [-0.1101, 0.0533, 0.0252], [0.0426, 0.6759, 0.8191], [-0.0040, -0.0420, -0.0158], [-0.4786, -0.2344, -0.7481], [0.0211, 0.0467, 0.0453], [0.0091, 0.0252, 0.0538], [-0.1317, 0.0555, -0.0412], [-0.4261, 0.0628, -0.1136], [-0.3572, 0.1158, 0.0861], [0.3704, -0.3255, 0.6865], [0.0209, -0.0616, 0.0562], [0.0421, -0.0732, -0.0379], [0.1153, 0.3181, 0.0980], [0.0384, 0.0068, -0.0198], [-0.0253, 0.0294, -0.0537], [-0.0322, -0.0812, -0.0523], [0.1981, -0.5474, -0.0714], [0.0005, 0.0230, -0.0095], [0.0819, -0.0208, 0.0247], [-0.1999, 0.1068, -0.0312], [0.0536, 0.0404, -0.0620], [0.0228, -0.1162, -0.0625], [0.0313, 0.0278, -0.0002], [-0.1157, -0.0008, 0.2020], [-0.0755, 0.0422, 0.0457], [-0.0213, 0.1189, -0.2655], [-0.1017, 0.0510, -0.0909], [0.0094, 0.0562, -0.0415], [-0.0603, 0.0547, 0.1204], [-0.0509, 0.0255, -0.0542], [0.0561, -0.0062, -0.0317], [0.0618, -0.0233, 0.0270], [0.3368, 0.0734, 0.0237], [-0.1207, 0.2261, 0.1888], [-0.0274, 0.1081, -0.0208], [0.0577, 0.1465, -0.0113], [0.0091, 0.0756, 0.0051], [0.1770, -0.1516, -0.6742], [-0.0326, 0.7398, -0.4266], [-0.1041, 0.0278, -0.0741], [0.0493, 0.0237, -0.0226], [-0.1176, -0.1766, 0.0256], [0.0478, -0.0497, 0.0056], [0.1309, 0.2453, 0.1064], [-0.0077, 0.0277, 0.0248], [-0.0499, -0.0175, -0.0513], [-0.0238, -0.0357, 0.0578], [-0.0648, -0.1146, -0.0021], [-0.0474, -0.0078, 0.0495], [-0.1120, 0.0058, 0.0143], [0.0467, 0.0403, 0.0855], [-0.3057, 0.1315, 0.0840], [-0.0151, -0.1078, 0.0006], [0.0580, -0.0452, -0.0543], [0.1633, 0.0485, 0.0489], [-0.0376, -0.1806, 0.0462], [-0.1243, 0.1158, 0.3142], [0.1383, -0.1187, 0.0577], [-0.1125, -0.1423, -0.2813], [0.0255, -0.0137, 0.0384], [-0.1360, 0.0075, -0.0292], [-0.2724, 0.5486, -0.4311], [-0.0304, -0.1092, -0.0303], [-0.0765, 0.0909, 0.0147], [0.0256, -0.0194, 0.0446], [0.0066, 0.0170, 0.0927], [0.0219, -0.0506, -0.0048], [0.0166, 0.1576, -0.0840], [0.0144, -0.0231, -0.0176], [0.4218, -0.1338, -0.5761], [-0.4706, -0.1156, 0.1521], [0.0257, 0.0364, -0.0530], [0.0735, 0.0177, -0.0091], [0.1285, 0.1384, 0.0902], [-0.0370, 0.0178, 0.0151], [0.1756, -0.1479, -0.1868], [-0.0466, -0.1227, 0.0274], [-0.2568, -0.3337, 0.2314], [0.0182, -0.0099, 0.0213], [0.1899, -0.0822, -0.0197], [0.8079, -0.3816, -0.0881], [-0.1637, -0.6694, -0.0333], [0.0109, -0.0252, 0.0022], [-0.0020, 0.0415, 0.0213], [-0.0169, 0.0481, 0.0123], [-0.0206, -0.0168, -0.0344], [-0.0259, -0.0070, -0.0038], [0.0532, 0.0303, 0.0069], [-0.0162, -0.1142, -0.0659], [0.8455, 0.4939, -0.1557], [-0.0280, -0.1325, -0.0376], [-0.0137, 0.0292, -0.3929], [0.0288, -0.0205, 0.0170], [0.0309, 0.0020, 0.0385], [-0.0115, 0.1703, 0.2177], [-0.0151, 0.0139, 0.0146], [0.0034, -0.0629, -0.0009]],
  "lowdin_charge": [0.00, 0.02, 0.02, 0.08, 0.13, 0.54, 0.50, 0.03, -0.27, 0.14, -0.20, 0.53, 0.52, 0.02, 0.03, -0.05, 0.10, -1.01, 0.09, -0.10, -0.12, 0.10, 0.58, 0.52, 0.06, -1.04, -0.13, 0.03, -0.23, 0.03, 0.02, 0.03, 0.55, 0.12, -0.16, -1.02, 0.03, 0.53, 0.02, 0.01, 0.03, -0.11, 0.53, -0.09, -0.38, 0.02, -1.00, 0.50, -1.00, 0.49, 0.00, -0.05, 0.00, -0.98, -0.13, 0.03, -0.01, 0.49, 0.67, 0.03, 0.07, 0.03, -0.25, -0.22, 0.12, 0.02, 0.04, 0.02, -0.04, 0.53, -1.01, 0.01, 0.07, 0.09, -1.00, -1.00, 0.49, -1.04, 0.50, 0.03, -1.00, 0.59, 0.11, 0.08, 0.08, 0.03, 0.09, -0.96, 0.48, 0.50, 0.12, 0.02, 0.03, 0.50, -0.22, -0.20, 0.03, 0.02, 0.08, 0.51, -1.07, 0.11, 0.07, 0.52, 0.50, -0.46, -0.18, 0.50, 0.00, -0.04, 0.11, 0.51, 0.51, 0.56, -0.22, 0.07, 0.03, 0.49, 0.18, -0.12, 0.51, -1.04],
  "spin_multiplicity": 1,
  "max_force_ev_per_a": 1.063,
  "e_homo_ha": -0.320,
  "e_lumo_ev": -0.98,
  "total_charge": 0
}



Electronic energy per entry: -112341.644; -400816.101 eV